(1)
The molecule C14H23N5O2S. Source: the OMol25 dataset; level of theory: the ωB97M-V functional and the def2-TZVPD basis.

Cartesian coordinates (Å):
C (-4.048, 0.703, -0.988)
C (-2.712, 1.087, -1.615)
C (-1.633, 1.505, -0.607)
C (-1.967, 2.808, 0.117)
N (-1.423, 0.462, 0.375)
C (-0.315, -0.223, 0.655)
N (0.743, -0.262, -0.182)
C (1.818, -0.874, 0.317)
S (3.230, -0.882, -0.694)
C (2.487, 0.180, -1.960)
C (0.990, -0.209, -2.173)
C (0.753, -1.691, -2.407)
O (0.228, 0.617, -2.648)
C (2.590, 1.635, -1.528)
C (2.388, 2.611, -2.647)
O (2.761, 1.949, -0.379)
N (1.905, -1.492, 1.464)
C (0.767, -1.512, 2.186)
N (0.773, -2.192, 3.334)
C (-0.393, -2.265, 4.174)
C (1.954, -2.871, 3.801)
N (-0.344, -0.875, 1.818)
H (-4.754, 0.428, -1.769)
H (-3.934, -0.150, -0.323)
H (-4.474, 1.531, -0.428)
H (-2.322, 0.245, -2.188)
H (-2.857, 1.914, -2.311)
H (-0.700, 1.630, -1.157)
H (-2.140, 3.599, -0.607)
H (-1.138, 3.100, 0.758)
H (-2.857, 2.697, 0.733)
H (-2.115, 0.405, 1.110)
H (3.013, 0.002, -2.900)
H (0.963, -1.883, -3.459)
H (1.383, -2.334, -1.801)
H (-0.294, -1.916, -2.223)
H (2.449, 3.630, -2.274)
H (3.129, 2.454, -3.427)
H (1.401, 2.420, -3.071)
H (-1.194, -1.702, 3.704)
H (-0.700, -3.306, 4.301)
H (-0.175, -1.842, 5.158)
H (2.253, -2.475, 4.775)
H (1.756, -3.941, 3.903)
H (2.753, -2.713, 3.082)

Values from the calculation:
HOMO-LUMO gap: 9.4973 eV
electronic energy: -37272.9514 eV
energy relative to the best compared isomer or geometry (same formula, charge and spin): 50.7 kJ/mol

(2)
A structure of composition C14H23NO in a non-equilibrium geometry. Source: the OMol25 dataset; level of theory: the ωB97M-V functional and the def2-TZVPD basis.

Cartesian coordinates (Å):
C (3.955, 2.701, 0.343)
C (3.081, 1.798, -0.501)
C (3.717, 0.589, -1.001)
C (4.060, -0.472, 0.136)
N (3.042, -1.030, 0.981)
H (2.555, -0.140, 1.655)
C (1.891, -1.900, 0.877)
C (0.676, -1.121, 0.030)
H (0.862, -0.544, -0.846)
C (-0.312, -2.250, -0.180)
C (-1.715, -1.384, -0.641)
O (-2.328, -0.764, 0.311)
C (-3.390, -0.407, 0.113)
C (-3.892, 0.548, 1.372)
C (-5.122, 1.121, 1.126)
C (-5.903, 1.113, 0.195)
C (-5.303, 0.307, -0.977)
C (-4.172, -0.268, -0.881)
H (-3.671, -0.626, -1.901)
H (-5.921, 0.516, -1.840)
H (-6.818, 1.670, -0.084)
H (-5.606, 1.756, 2.276)
H (-3.346, 0.556, 2.304)
H (-1.525, -0.862, -1.335)
H (-2.349, -2.204, -1.229)
H (0.109, -2.854, -0.953)
H (-0.551, -2.976, 0.722)
H (0.319, -0.295, 0.863)
H (1.628, -2.409, 1.699)
H (2.447, -2.489, 0.040)
H (4.820, 0.154, 0.674)
H (4.386, -1.375, -0.410)
H (2.879, 0.012, -1.596)
H (4.415, 0.598, -1.603)
H (2.523, 2.283, -1.367)
H (2.107, 1.795, 0.176)
H (4.808, 2.913, -0.523)
H (4.229, 2.252, 1.449)
H (3.413, 3.692, 0.525)

Values from the calculation:
HOMO-LUMO gap: 8.2323 eV
electronic energy: -18414.4129 eV
energy relative to the best compared isomer or geometry (same formula, charge and spin): 1365.4 kJ/mol

(3)
The molecule C14H23NO2. Source: the OMol25 dataset; level of theory: the ωB97M-V functional and the def2-TZVPD basis.

Cartesian coordinates (Å):
C (0.604, -1.528, 2.977)
C (2.028, -1.012, 2.815)
C (2.361, -0.651, 1.357)
C (3.784, -0.098, 1.235)
C (1.403, 0.316, 0.842)
C (0.591, 1.071, 0.387)
C (-0.400, 1.965, -0.179)
N (-1.745, 1.478, 0.091)
C (-2.022, 0.169, -0.471)
C (-2.247, 0.180, -1.988)
C (-3.362, 1.163, -2.340)
C (-3.038, 2.541, -1.767)
C (-2.787, 2.423, -0.258)
O (2.255, -1.900, 0.621)
C (2.309, -1.898, -0.709)
C (2.099, -3.299, -1.237)
O (2.486, -0.931, -1.401)
H (0.415, -1.781, 4.018)
H (0.456, -2.418, 2.371)
H (-0.112, -0.772, 2.663)
H (2.737, -1.774, 3.143)
H (2.170, -0.118, 3.425)
H (3.877, 0.807, 1.829)
H (4.499, -0.837, 1.591)
H (4.000, 0.139, 0.196)
H (-0.299, 2.948, 0.294)
H (-0.175, 2.078, -1.254)
H (-1.191, -0.493, -0.215)
H (-2.925, -0.207, 0.024)
H (-1.323, 0.470, -2.493)
H (-2.506, -0.825, -2.323)
H (-3.488, 1.222, -3.423)
H (-4.303, 0.807, -1.911)
H (-2.152, 2.946, -2.260)
H (-3.865, 3.231, -1.945)
H (-2.528, 3.399, 0.162)
H (-3.706, 2.079, 0.229)
H (2.453, -4.031, -0.518)
H (2.612, -3.410, -2.187)
H (1.033, -3.448, -1.396)

Values from the calculation:
HOMO-LUMO gap: 9.1796 eV
electronic energy: -20475.0892 eV
energy relative to the best compared isomer or geometry (same formula, charge and spin): 91.0 kJ/mol

The highest HOMO-LUMO gap belongs to which entry? C14H23N5O2S

Among the records above, which one has the highest energy relative to the best compared isomer or geometry (same formula, charge and spin)? C14H23NO